The following is a quantum chemistry calculation of a cluster of 2 separate species, C5H14N2O in total in a non-equilibrium geometry, from OMol25.

The calculation puts the LUMO energy at 0.829 eV. Its energy above the lowest of the compared OMol25 structures with the same formula, charge and spin is 2.033 eV. As for the HOMO energy: -0.3015 Eh. As for the spin multiplicity: 1. The electronic energy is -10438.9952 eV. The structure (SMILES) is C=C(N)C[C@@H](C)N.O.

Geometry (Å):
C (1.998, 1.223, -0.341)
C (1.397, 0.211, -0.964)
N (2.067, -0.752, -1.666)
C (-0.120, 0.167, -1.044)
C (-0.687, -0.981, -0.192)
C (-0.027, -1.234, 1.177)
N (-2.129, -0.729, -0.038)
H (3.090, 1.272, -0.295)
H (1.536, 2.046, 0.186)
H (3.062, -0.797, -1.538)
H (1.633, -1.557, -2.074)
H (-0.338, 0.025, -2.107)
H (-0.537, 1.144, -0.802)
H (-0.578, -1.879, -0.784)
H (-0.161, -2.296, 1.385)
H (1.031, -1.009, 1.270)
H (-0.468, -0.586, 1.937)
H (-2.177, 0.200, 0.331)
H (-2.565, -1.293, 0.685)
O (-1.864, 1.977, 2.255)
H (-1.027, 2.404, 2.026)
H (-1.982, 1.321, 1.563)

---

The following is a quantum chemistry calculation of a cluster of 2 separate species, C5H14N2O in total in a non-equilibrium geometry, from OMol25.

The calculation puts the LUMO energy at 0.698 eV. Its energy above the lowest of the compared OMol25 structures with the same formula, charge and spin is 4.830 eV. As for the HOMO energy: -0.3019 Eh. As for the spin multiplicity: 1. The electronic energy is -10436.1976 eV. The structure (SMILES) is C=NCC[C@@H](C)N.O.

Geometry (Å):
C (-0.716, -1.565, -1.781)
N (-1.080, -0.328, -1.950)
C (-1.217, 0.749, -1.129)
C (-0.608, 1.156, 0.257)
C (0.838, 0.576, 0.564)
C (1.846, 1.526, -0.076)
N (1.078, 0.380, 1.979)
H (-0.685, -2.125, -0.837)
H (-0.395, -2.005, -2.788)
H (-2.155, 1.142, -1.011)
H (-0.474, 1.423, -1.789)
H (-1.176, 0.707, 1.050)
H (-0.560, 2.284, 0.103)
H (1.009, -0.453, 0.044)
H (1.722, 2.511, 0.393)
H (1.632, 1.830, -1.116)
H (2.930, 1.163, 0.061)
H (1.001, 1.101, 2.645)
H (1.921, -0.112, 2.342)
O (-1.538, -3.302, 0.740)
H (-2.487, -3.142, 0.828)
H (-0.886, -3.515, 1.470)

---

The following is a quantum chemistry calculation of a structure of composition C5H14N2O in a non-equilibrium geometry, from OMol25.

The calculation puts the LUMO energy at 0.844 eV. Its energy above the lowest of the compared OMol25 structures with the same formula, charge and spin is 8.917 eV. As for the HOMO energy: -0.2598 Eh. As for the spin multiplicity: 1. The electronic energy is -10432.1109 eV.

Geometry (Å):
C (0.133, 0.335, 2.014)
C (0.124, -1.381, -1.771)
N (0.477, -1.065, 1.846)
C (0.469, -0.124, -0.867)
O (1.930, -1.028, 1.737)
N (1.626, -0.690, -0.785)
H (2.203, -1.537, 2.518)
H (2.381, -0.568, -0.107)
H (0.699, 1.027, 1.371)
H (0.340, 0.579, 3.050)
H (-0.928, 0.454, 1.788)
H (-0.485, -2.027, -1.127)
H (0.960, -1.996, -2.154)
H (-0.270, -0.904, -2.650)
C (-1.048, 0.562, -1.030)
C (-1.332, 2.019, -0.610)
H (-0.459, 2.626, -0.829)
H (-2.189, 2.494, -1.133)
H (-1.831, -0.037, -0.530)
H (-1.378, 0.535, -2.086)
H (0.188, -1.366, 0.908)
H (-1.611, 2.093, 0.448)

---

The following is a quantum chemistry calculation of a cluster of 3 separate species, C5H14N2O in total in a non-equilibrium geometry, from OMol25.

The calculation puts the LUMO energy at 0.729 eV. Its energy above the lowest of the compared OMol25 structures with the same formula, charge and spin is 6.349 eV. As for the HOMO energy: -0.2421 Eh. As for the spin multiplicity: 1. The electronic energy is -10434.6788 eV.

Geometry (Å):
C (0.455, -0.381, 0.043)
C (-0.018, 0.897, -0.274)
C (-1.486, -0.938, -0.773)
C (0.477, -0.907, 1.447)
C (-2.738, -0.456, -0.088)
N (1.695, 1.724, 0.444)
N (2.744, 1.739, -0.507)
O (1.348, -0.938, -0.821)
H (1.655, -1.787, -0.477)
H (1.359, 2.688, 0.508)
H (2.393, 1.727, -1.471)
H (3.312, 0.907, -0.392)
H (-0.728, 1.354, 0.400)
H (0.037, 1.225, -1.305)
H (-1.265, -1.986, -0.573)
H (-1.478, -0.777, -1.851)
H (0.316, -1.989, 1.456)
H (-0.291, -0.431, 2.054)
H (1.451, -0.689, 1.889)
H (-2.639, -0.498, 1.002)
H (-2.979, 0.576, -0.362)
H (-3.618, -1.061, -0.348)

---

The following is a quantum chemistry calculation of an isolated molecule of C5H14N2O in a non-equilibrium geometry, from OMol25.

The calculation puts the LUMO energy at 0.883 eV. Its energy above the lowest of the compared OMol25 structures with the same formula, charge and spin is 2.413 eV. As for the HOMO energy: -0.3324 Eh. As for the spin multiplicity: 1. The electronic energy is -10438.6152 eV. The structure (SMILES) is CC[C@](C)(O)NNC.

Geometry (Å):
C (0.248, 0.015, 2.526)
C (1.262, 0.220, 1.410)
C (0.612, 0.437, -0.045)
C (1.729, 0.603, -1.077)
O (-0.152, 1.616, -0.024)
N (-0.247, -0.701, -0.304)
N (-1.016, -0.478, -1.599)
C (-2.443, -0.644, -1.330)
H (-0.250, -0.955, 2.435)
H (0.752, 0.031, 3.499)
H (-0.512, 0.801, 2.530)
H (1.845, 1.120, 1.638)
H (1.959, -0.626, 1.391)
H (1.320, 0.828, -2.068)
H (2.371, 1.450, -0.812)
H (2.348, -0.296, -1.150)
H (-0.925, 1.347, -0.555)
H (0.324, -1.547, -0.363)
H (-0.738, -1.189, -2.284)
H (-2.666, -1.584, -0.813)
H (-2.997, -0.639, -2.275)
H (-2.823, 0.191, -0.731)

---

The following is a quantum chemistry calculation of the ion C5H14N2O with charge +1 in a non-equilibrium geometry, from OMol25.

Its net charge is +1. The calculation puts the LUMO energy (alpha / beta) at -2.793 / -7.923 eV. Its energy above the lowest of the compared OMol25 structures with the same formula, charge and spin is 2.378 eV. As for the HOMO energy (alpha / beta): -0.5169 / -0.5137 Eh. As for the spin multiplicity: 2. The electronic energy is -10429.8039 eV. The expectation value of S² is 0.757.

Geometry (Å):
N (-1.488, -0.715, -1.906)
C (-0.636, -0.226, -0.808)
C (0.837, -0.490, -0.984)
C (1.728, 0.773, -0.511)
O (1.529, 1.899, -1.319)
C (-1.255, -0.794, 0.611)
N (-0.384, -0.892, 1.718)
C (-0.248, 0.454, 2.482)
H (-1.859, 0.055, -2.431)
H (-0.896, -1.328, -2.473)
H (-0.920, 0.853, -0.729)
H (1.341, -1.367, -0.588)
H (1.119, -0.542, -2.071)
H (1.498, 1.154, 0.499)
H (2.774, 0.478, -0.518)
H (0.657, 1.976, -1.730)
H (-1.621, -1.851, 0.529)
H (-2.185, -0.288, 0.837)
H (0.534, -1.293, 1.529)
H (-0.159, 1.287, 1.741)
H (-1.131, 0.509, 3.126)
H (0.764, 0.348, 2.998)